Entry 1:
Below is a molecular structure, C2H5CsO, with properties calculated with wB97M-V/def2-TZVPD.

Output
HOMO   -4.7 eV
LUMO   -0.0652 Eh
HOMO-LUMO gap   2.9 eV
Relative energy (zero: lowest compared OMol25 entry of this formula, charge and spin)   244.10 kJ/mol
2S+1   1

Atoms and positions in Å:
Cs1 -20.833 -14.423 -13.017
O1 -17.911 -12.970 -17.370
C1 -18.770 -12.040 -17.995
C2 -19.876 -11.394 -17.125
H1 -19.571 -10.850 -16.230
H2 -19.319 -12.589 -18.759
H3 -20.429 -10.611 -17.644
H4 -20.548 -12.111 -16.655
H5 -18.197 -11.320 -18.581

Results of the Löwdin charge analysis, in e, for atoms 1 through 6: atom 1 (Cs): 0.889, atom 2 (O): -0.430, atom 3 (C): -0.537, atom 4 (C): -0.153, atom 5 (H): 0.034, atom 6 (H): 0.058

***

Entry 2:
Below is 2 unconnected molecules or ions with the total composition C2H5F2N3, with properties calculated with wB97M-V/def2-TZVPD.

Output
HOMO (spin up / spin down)   -21.5 / -19.5 eV
LUMO (spin up / spin down)   -0.3650 / -0.4638 Eh
HOMO-LUMO gap (spin up / spin down)   11.6 / 6.9 eV
Relative energy (zero: lowest compared OMol25 entry of this formula, charge and spin)   401.40 kJ/mol
2S+1   1
Charge   +2

Atoms and positions in Å:
F1 -0.762 1.727 -0.781
F2 0.001 -2.885 0.973
N1 -0.411 -2.871 -1.403
N2 0.209 0.564 0.850
N3 0.430 2.905 0.698
C1 -0.040 1.712 0.279
C2 -0.182 -2.552 -0.216
H1 -0.265 -2.102 -2.032
H2 0.146 3.797 0.223
H3 -0.953 -3.663 -1.833
H4 0.929 2.893 1.657
H5 0.898 0.474 1.584

Results of the Löwdin charge analysis, in e, for atoms 1 through 6: atom 1 (F): 0.229, atom 2 (F): 0.306, atom 3 (N): 0.298, atom 4 (N): 0.338, atom 5 (N): 0.351, atom 6 (C): -0.433

***

Entry 3:
Below is a molecular structure, C2H5F2N3O4S3, with properties calculated with wB97M-V/def2-TZVPD.

Output
HOMO (spin up / spin down)   -11.0 / -11.0 eV
LUMO (spin up / spin down)   -0.0912 / -0.0913 Eh
HOMO-LUMO gap (spin up / spin down)   8.5 / 8.5 eV
Relative energy (zero: lowest compared OMol25 entry of this formula, charge and spin)   88.43 kJ/mol
2S+1   1

Atoms and positions in Å:
S1 -1.786 1.235 -0.446
S2 -1.871 -1.428 -0.259
S3 -0.394 0.118 1.384
F1 -0.994 1.230 -1.937
F2 -0.823 -1.637 -1.498
O1 -1.655 1.036 1.312
O2 -2.702 -2.557 -0.287
O3 -2.416 2.486 -0.539
O4 0.208 0.082 2.659
N1 -2.570 -0.093 -0.668
N2 0.381 0.886 0.242
N3 -0.927 -1.310 0.950
C1 2.580 -0.196 0.340
C2 1.466 0.362 -0.544
H1 3.446 -0.409 -0.284
H2 1.120 -0.421 -1.227
H3 2.253 -1.113 0.828
H4 2.851 0.522 1.106
H5 1.832 1.207 -1.133

Results of the Löwdin charge analysis, in e, for atoms 1 through 6: atom 1 (S): 0.809, atom 2 (S): 0.626, atom 3 (S): 0.571, atom 4 (F): -0.237, atom 5 (F): -0.188, atom 6 (O): -0.359

***

Entry 4:
Below is a molecular structure, C2H5F2N4O2, with properties calculated with wB97M-V/def2-TZVPD.

Output
HOMO (spin up / spin down)   -15.1 / -15.1 eV
LUMO (spin up / spin down)   -0.2982 / -0.2980 Eh
HOMO-LUMO gap (spin up / spin down)   7.0 / 7.0 eV
2S+1   1
Charge   +1

Atoms and positions in Å:
F1 2.524 -0.679 -1.061
F2 2.397 1.199 0.117
O1 -2.058 -2.201 1.512
O2 -2.116 -0.280 2.529
N1 -1.316 -0.335 0.496
N2 2.578 0.708 -1.215
N3 -0.177 0.567 -0.898
N4 -1.885 -1.041 1.678
C1 -0.795 -0.664 -0.784
C2 -0.662 0.929 0.317
H1 -1.153 1.932 0.340
H2 0.153 1.407 0.912
H3 0.055 -1.353 -0.696
H4 3.595 0.924 -1.554
H5 -1.140 -1.113 -1.693

Results of the Löwdin charge analysis, in e, for atoms 1 through 6: atom 1 (F): -0.068, atom 2 (F): -0.087, atom 3 (O): 0.184, atom 4 (O): 0.191, atom 5 (N): 0.062, atom 6 (N): 0.031

***

Entry 5:
Below is 2 unconnected molecules or ions with the total composition C2H5F3Si, with properties calculated with wB97M-V/def2-TZVPD.

Output
HOMO   -9.0 eV
LUMO   -0.0232 Eh
HOMO-LUMO gap   8.4 eV
Relative energy (zero: lowest compared OMol25 entry of this formula, charge and spin)   214.55 kJ/mol
2S+1   1

Atoms and positions in Å:
Si1 1.965 -0.168 -0.142
F1 2.225 1.282 -0.772
F2 2.532 -0.102 1.341
F3 3.052 -1.030 -0.870
C1 -0.823 -0.695 0.230
C2 -1.592 0.525 -0.143
H1 -1.558 1.471 0.560
H2 -0.825 -0.871 1.330
H3 -0.689 -1.494 -0.477
H4 -1.694 0.928 -1.215
H5 -2.593 0.153 0.157

Results of the Löwdin charge analysis, in e, for atoms 1 through 6: atom 1 (Si): 0.372, atom 2 (F): -0.142, atom 3 (F): -0.138, atom 4 (F): -0.113, atom 5 (C): -0.100, atom 6 (C): -0.227

***

Entry 6:
Below is a molecular structure, C2H5FN2O2, with properties calculated with wB97M-V/def2-TZVPD.

Output
HOMO   -9.7 eV
LUMO   0.0133 Eh
HOMO-LUMO gap   10.1 eV
Relative energy (zero: lowest compared OMol25 entry of this formula, charge and spin)   247.98 kJ/mol
2S+1   1

Atoms and positions in Å:
F1 1.153 1.483 1.518
O1 -2.148 -0.530 -0.604
O2 1.702 -1.167 -0.952
N1 1.341 -0.063 -0.018
N2 -0.893 -0.223 -1.150
C1 -0.140 1.064 1.154
C2 0.088 0.173 -0.089
H1 -0.550 0.525 1.975
H2 -0.511 -1.165 -1.539
H3 -1.862 -1.177 0.165
H4 -0.941 1.792 0.875
H5 2.761 -0.710 -1.335

Results of the Löwdin charge analysis, in e, for atoms 1 through 6: atom 1 (F): -0.058, atom 2 (O): -0.104, atom 3 (O): -0.189, atom 4 (N): 0.023, atom 5 (N): -0.037, atom 6 (C): -0.129

***

Entry 7:
Below is a molecular structure, C2H5FN2S, with properties calculated with wB97M-V/def2-TZVPD.

Output
HOMO   -8.9 eV
LUMO   -0.0089 Eh
HOMO-LUMO gap   8.7 eV
Relative energy (zero: lowest compared OMol25 entry of this formula, charge and spin)   347.25 kJ/mol
2S+1   1

Atoms and positions in Å:
S1 1.563 -0.870 -0.050
F1 -2.223 -0.101 -0.196
N1 0.677 1.966 0.005
N2 -0.258 1.023 -0.055
C1 -1.099 -0.988 0.206
C2 0.001 -0.284 -0.060
H1 -1.132 -2.171 -0.174
H2 0.874 2.207 1.117
H3 -1.230 1.514 -0.019
H4 -1.331 -1.163 1.525
H5 1.476 1.154 -0.406

Results of the Löwdin charge analysis, in e, for atoms 1 through 6: atom 1 (S): 0.685, atom 2 (F): -0.132, atom 3 (N): -0.061, atom 4 (N): -0.194, atom 5 (C): -0.209, atom 6 (C): -0.903

***

Entry 8:
Below is 2 unconnected molecules or ions with the total composition C2H5FN4, with properties calculated with wB97M-V/def2-TZVPD.

Output
HOMO (spin up / spin down)   -7.8 / -7.8 eV
LUMO (spin up / spin down)   0.0237 / 0.0237 Eh
HOMO-LUMO gap (spin up / spin down)   8.4 / 8.4 eV
Relative energy (zero: lowest compared OMol25 entry of this formula, charge and spin)   13.59 kJ/mol
2S+1   1

Atoms and positions in Å:
F1 -3.563 1.142 -0.439
N1 -1.335 -2.097 -0.206
N2 -2.904 0.501 0.579
N3 -1.676 0.435 0.150
N4 -2.350 -2.493 -0.009
C1 0.606 -0.112 -0.163
C2 -0.564 -0.007 0.762
H1 -1.423 0.587 -0.868
H2 1.051 -1.026 -0.200
H3 0.225 -0.043 -1.195
H4 -0.631 -0.468 1.713
H5 1.401 0.606 0.031

Results of the Löwdin charge analysis, in e, for atoms 1 through 6: atom 1 (F): -0.124, atom 2 (N): 0.025, atom 3 (N): -0.027, atom 4 (N): -0.103, atom 5 (N): 0.090, atom 6 (C): -0.111

***

Entry 9:
Below is 2 unconnected molecules or ions with the total composition C2H5FO, with properties calculated with wB97M-V/def2-TZVPD.

Output
HOMO   -9.7 eV
LUMO   0.0359 Eh
HOMO-LUMO gap   10.7 eV
Relative energy (zero: lowest compared OMol25 entry of this formula, charge and spin)   53.71 kJ/mol
2S+1   1

Atoms and positions in Å:
F1 -3.533 -0.216 0.164
O1 -0.164 1.172 -0.177
C1 1.729 -0.152 -0.038
C2 0.250 0.112 0.173
H1 -3.919 0.431 -0.415
H2 -0.318 -0.606 0.703
H3 2.140 0.764 -0.664
H4 1.733 -1.104 -0.731
H5 2.083 -0.401 0.986

Results of the Löwdin charge analysis, in e, for atoms 1 through 6: atom 1 (F): -0.102, atom 2 (O): 0.034, atom 3 (C): -0.077, atom 4 (C): -0.358, atom 5 (H): 0.106, atom 6 (H): 0.097

***

Entry 10:
Below is 2 unconnected molecules or ions with the total composition C2H5FO2, with properties calculated with wB97M-V/def2-TZVPD.

Output
HOMO (spin up / spin down)   -10.0 / -10.0 eV
LUMO (spin up / spin down)   -0.0354 / -0.0353 Eh
HOMO-LUMO gap (spin up / spin down)   9.0 / 9.0 eV
Relative energy (zero: lowest compared OMol25 entry of this formula, charge and spin)   412.50 kJ/mol
2S+1   1

Atoms and positions in Å:
F1 -0.452 0.741 -1.763
O1 0.540 -0.938 1.196
O2 -1.116 1.259 0.865
C1 -0.484 -0.160 -0.835
C2 0.823 -0.529 -0.089
H1 1.590 0.345 0.045
H2 -0.584 1.888 0.430
H3 1.355 -1.466 -0.531
H4 -0.269 -0.432 1.515
H5 -1.404 -0.709 -0.833

Results of the Löwdin charge analysis, in e, for atoms 1 through 6: atom 1 (F): 0.112, atom 2 (O): -0.103, atom 3 (O): -0.222, atom 4 (C): -0.008, atom 5 (C): -0.261, atom 6 (H): 0.159

***

Number 1: electronic energy -4746.5281 eV. Number 2: electronic energy -12036.7050 eV. Number 3: electronic energy -52749.8667 eV. Number 4: electronic energy -17624.9546 eV. Number 5: electronic energy -18187.6289 eV. Number 6: electronic energy -11941.6607 eV. Number 7: electronic energy -18683.5848 eV. Number 8: electronic energy -10829.1185 eV. Number 9: electronic energy -6919.0536 eV. Number 10: electronic energy -8963.5758 eV.